# 1
Below is a 5-piece molecular cluster, C24H41BNO17 overall at a distorted geometry, with properties calculated with the ωB97M-V functional and the def2-TZVPD basis.

ORCA input file:
```
! wB97M-V def2-TZVPD RIJCOSX def2/J DEFGRID3
* xyz 1 1
O 3.002 1.479 -3.358
C 2.012 1.017 -2.859
C 0.540 1.230 -3.371
O 0.464 1.915 -4.640
C -0.827 2.216 -5.022
O -0.992 2.747 -6.087
C -2.114 1.882 -4.210
C -3.012 2.862 -3.584
C -4.193 2.376 -2.851
N -4.442 1.018 -2.718
C -3.654 0.024 -3.275
B -3.915 -1.571 -3.146
O -3.639 -2.175 -1.893
O -4.370 -2.303 -4.236
C -2.477 0.440 -4.055
H 2.148 0.325 -1.962
H 0.097 0.194 -3.477
H 0.008 1.831 -2.571
H -2.779 3.946 -3.704
H -4.895 3.116 -2.379
H -5.269 0.761 -2.165
H -2.749 -1.841 -1.647
H -3.802 -3.097 -4.327
H -1.818 -0.318 -4.558
C 3.922 -2.440 3.463
C 3.106 -3.374 2.591
O 2.933 -2.838 1.271
C 3.998 -2.927 0.465
O 5.062 -3.416 0.741
O 3.683 -2.350 -0.704
C 4.772 -2.282 -1.628
H 3.480 -1.441 3.472
H 3.974 -2.816 4.486
H 4.939 -2.333 3.087
H 2.107 -3.483 3.015
H 3.547 -4.372 2.544
H 5.219 -3.262 -1.793
H 5.522 -1.576 -1.267
H 4.381 -1.916 -2.577
C 7.661 -3.927 2.935
C 8.436 -2.925 2.103
O 9.850 -3.106 2.251
C 10.373 -4.146 1.591
O 9.768 -4.919 0.892
O 11.683 -4.194 1.861
C 12.348 -5.325 1.299
H 7.978 -3.886 3.980
H 6.591 -3.725 2.881
H 7.833 -4.947 2.591
H 8.214 -1.916 2.452
H 8.152 -2.972 1.049
H 12.173 -5.395 0.225
H 12.018 -6.237 1.800
H 13.416 -5.201 1.469
C -7.137 7.141 1.563
C -7.969 6.229 0.684
O -8.113 6.766 -0.639
C -7.047 6.648 -1.431
O -5.994 6.130 -1.138
O -7.334 7.228 -2.602
C -6.238 7.269 -3.515
H -7.550 8.152 1.566
H -7.107 6.767 2.588
H -6.112 7.218 1.198
H -8.976 6.149 1.097
H -7.556 5.219 0.645
H -5.816 6.276 -3.673
H -5.475 7.957 -3.149
H -6.614 7.641 -4.467
C -4.193 -0.155 5.178
C -3.182 0.296 4.142
O -2.660 -0.817 3.402
C -3.471 -1.326 2.471
O -4.578 -0.931 2.198
O -2.851 -2.370 1.904
C -3.657 -3.075 0.958
H -3.761 -0.920 5.826
H -4.518 0.687 5.790
H -5.073 -0.595 4.708
H -2.333 0.761 4.644
H -3.605 1.042 3.465
H -4.055 -2.405 0.202
H -4.466 -3.595 1.473
H -3.025 -3.815 0.468
*
```

gap between HOMO and LUMO	6.5	eV
HOMO level	-11.724	eV
energy	-2297.6150	Eh
molar mass	626.39	g/mol
largest force on an atom	3.3	eV Å⁻¹
relative energy (zero: lowest compared OMol25 entry of this formula, charge and spin)	2.0079	eV

***

# 2
Below is a 3-piece molecular cluster, C4H14N2O2 overall at a distorted geometry, with properties calculated with the ωB97M-V functional and the def2-TZVPD basis.

ORCA input file:
```
! wB97M-V def2-TZVPD RIJCOSX def2/J DEFGRID3
* xyz 0 1
C 0.194 0.923 -2.744
C 1.021 1.013 -1.392
C 0.292 1.016 -0.071
N -1.102 1.375 0.063
C 1.114 1.200 0.993
N 0.863 0.902 2.346
H -0.081 -0.176 -2.789
H 0.715 1.134 -3.599
H -0.657 1.542 -2.678
H 1.769 1.816 -1.352
H 1.713 0.116 -1.413
H -1.513 1.914 -0.643
H -1.775 0.686 0.446
H 2.229 1.319 0.912
H 1.469 1.046 3.028
H -0.121 0.642 2.660
O -0.770 -3.158 -0.762
H -1.505 -2.496 -1.027
H -0.034 -2.961 -1.389
O -1.114 -2.010 1.682
H -0.378 -1.896 2.077
H -0.801 -2.190 0.837
*
```

SMILES	CC/C(N)=C/N.O.O
gap between HOMO and LUMO	7.6	eV
HOMO level	-7.090	eV
energy	-420.6948	Eh
molar mass	122.17	g/mol
largest force on an atom	9.7	eV Å⁻¹
relative energy (zero: lowest compared OMol25 entry of this formula, charge and spin)	3.0009	eV

***

# 3
Below is a single C7H11O5PS molecule at a distorted geometry, with properties calculated with the ωB97M-V functional and the def2-TZVPD basis.

ORCA input file:
```
! wB97M-V def2-TZVPD RIJCOSX def2/J DEFGRID3
* xyz 0 1
C -3.509 -2.095 -1.820
C -3.687 -1.330 -0.902
C 1.788 1.528 2.101
C 2.693 0.569 -1.754
C -3.615 -0.523 0.393
C 1.603 0.045 1.711
C 1.616 -0.039 0.212
O 0.028 -1.196 -2.005
O -0.785 -0.995 0.265
O -0.488 1.331 -0.561
O 2.765 0.333 -0.330
O -2.645 0.631 0.349
P 0.600 -1.324 -0.626
S -1.429 0.280 -0.655
H -3.570 -2.756 -2.657
H 1.226 2.155 1.416
H 1.557 1.514 3.112
H 2.801 1.844 2.018
H 2.990 1.582 -1.852
H 1.651 0.373 -2.188
H 3.380 -0.119 -2.269
H -3.410 -1.096 1.221
H -4.657 0.064 0.593
H 0.643 -0.326 2.086
H 2.454 -0.452 2.143
*
```

gap between HOMO and LUMO (alpha / beta)	7.9 / 7.9	eV
HOMO level (alpha / beta)	-8.387 / -8.386	eV
energy	-1388.8959	Eh
molar mass	238.20	g/mol
largest force on an atom	5.4	eV Å⁻¹
relative energy (zero: lowest compared OMol25 entry of this formula, charge and spin)	0.1749	eV

***

# 4
Below is a 2-piece molecular cluster, C8H16 overall at a distorted geometry, with properties calculated with the ωB97M-V functional and the def2-TZVPD basis.

ORCA input file:
```
! wB97M-V def2-TZVPD RIJCOSX def2/J DEFGRID3
* xyz 0 1
C 1.194 -1.307 -4.065
C 2.003 -1.287 -5.167
C 2.401 -2.459 -5.963
C 1.542 -2.710 -7.317
H 0.936 -0.364 -3.570
H 0.831 -2.236 -3.611
H 2.354 -0.340 -5.598
H 2.431 -3.397 -5.376
H 3.439 -2.213 -6.258
H 1.955 -3.527 -7.932
H 1.614 -1.769 -7.888
H 0.478 -2.921 -7.118
C -1.018 3.621 6.433
C -2.127 2.900 6.263
C -1.981 1.413 6.254
C -2.057 0.947 4.819
H -1.000 4.712 6.537
H -0.059 3.091 6.456
H -3.105 3.383 6.137
H -2.723 0.922 6.913
H -0.974 1.170 6.642
H -1.318 1.470 4.188
H -3.045 1.016 4.334
H -1.771 -0.116 4.887
*
```

SMILES	C=CCC.C=CCC
gap between HOMO and LUMO	10.6	eV
HOMO level	-9.398	eV
energy	-314.3374	Eh
molar mass	112.22	g/mol
largest force on an atom	2.7	eV Å⁻¹
relative energy (zero: lowest compared OMol25 entry of this formula, charge and spin)	1.5552	eV

***

# 5
Below is C4H5NO as an isolated structure at a distorted geometry, with properties calculated with the ωB97M-V functional and the def2-TZVPD basis.

ORCA input file:
```
! wB97M-V def2-TZVPD RIJCOSX def2/J DEFGRID3
* xyz 0 1
N -0.788 1.075 -2.073
C -1.039 0.222 -1.325
C -0.637 -0.726 -0.276
C 0.823 -0.103 -0.197
C 0.276 0.384 1.186
O -0.943 -0.389 1.056
H -0.841 -1.780 -0.512
H 1.526 -0.944 -0.019
H 0.769 0.719 -1.170
H 0.810 0.095 2.102
H 0.042 1.449 1.227
*
```

gap between HOMO and LUMO	11.3	eV
HOMO level	-10.550	eV
energy	-285.2860	Eh
molar mass	83.09	g/mol
largest force on an atom	4.9	eV Å⁻¹
relative energy (zero: lowest compared OMol25 entry of this formula, charge and spin)	3.4994	eV

***

# 6
Below is a single C5H5NO2 molecule at a distorted geometry, with properties calculated with the ωB97M-V functional and the def2-TZVPD basis.

ORCA input file:
```
! wB97M-V def2-TZVPD RIJCOSX def2/J DEFGRID3
* xyz 0 1
O -2.335 -0.671 0.065
C -1.291 -0.157 -0.016
C -0.155 0.154 -1.093
N 0.009 1.416 -0.220
C -0.249 0.505 0.968
C 0.765 -0.473 0.876
O 1.981 -0.082 -0.074
C 0.823 -0.831 -0.496
H -0.277 0.212 -2.253
H -0.894 1.983 -0.312
H -0.453 0.990 1.927
H 1.209 -1.252 1.611
H 0.866 -1.794 -0.983
*
```

SMILES	O=C1[C@H]2N[C@@H]1[C@@H]1O[C@@H]12
gap between HOMO and LUMO	10.6	eV
HOMO level	-9.786	eV
energy	-398.6047	Eh
molar mass	111.10	g/mol
largest force on an atom	6.7	eV Å⁻¹
relative energy (zero: lowest compared OMol25 entry of this formula, charge and spin)	4.7298	eV

***

# 7
Below is a single C4H6O molecule at a distorted geometry, with properties calculated with the ωB97M-V functional and the def2-TZVPD basis.

ORCA input file:
```
! wB97M-V def2-TZVPD RIJCOSX def2/J DEFGRID3
* xyz 0 1
C -1.875 0.326 -0.377
C -0.837 -0.299 -0.535
C 0.608 -0.559 -0.673
C 0.998 0.163 0.636
O -0.140 -0.043 1.469
H -2.687 0.785 -0.878
H 0.953 -0.125 -1.624
H 0.882 -1.620 -0.644
H 1.199 1.230 0.463
H 1.885 -0.283 1.107
H -0.984 0.424 1.055
*
```

SMILES	C#CCCO
gap between HOMO and LUMO	10.6	eV
HOMO level	-9.546	eV
energy	-231.1104	Eh
molar mass	70.09	g/mol
largest force on an atom	3.1	eV Å⁻¹
relative energy (zero: lowest compared OMol25 entry of this formula, charge and spin)	3.0824	eV

***

# 8
Below is C13H10N2O4SSr as an isolated structure at a distorted geometry, with properties calculated with the ωB97M-V functional and the def2-TZVPD basis.

ORCA input file:
```
! wB97M-V def2-TZVPD RIJCOSX def2/J DEFGRID3
* xyz 2 1
Sr -0.317 0.230 1.102
O 0.221 3.996 -0.116
C 0.052 2.963 0.338
C -0.205 -2.278 0.420
O -0.153 -3.360 0.038
C 2.131 0.213 0.247
O 3.195 0.209 -0.190
C -2.952 -0.020 0.114
O -3.970 -0.155 -0.403
C -0.009 0.654 -3.844
H -0.944 1.233 -3.853
H 0.915 1.247 -3.796
C -0.003 -0.684 -3.804
H 0.927 -1.266 -3.725
H -0.934 -1.270 -3.779
N 2.686 -2.476 2.776
C 1.941 -1.651 3.541
N 1.012 -0.834 3.024
C 0.386 -0.067 4.042
C -0.630 0.912 3.868
C -1.078 1.609 4.983
C -0.605 1.316 6.262
C 0.384 0.327 6.446
C 0.888 -0.341 5.331
S 2.165 -1.576 5.265
H 3.356 -3.103 3.204
H 2.486 -2.544 1.786
H -1.139 1.175 2.915
H -1.824 2.388 4.821
H -1.007 1.856 7.116
H 0.763 0.075 7.433
*
```

gap between HOMO and LUMO	6.9	eV
HOMO level	-14.795	eV
energy	-1340.2051	Eh
molar mass	377.92	g/mol
largest force on an atom	5.4	eV Å⁻¹
relative energy (zero: lowest compared OMol25 entry of this formula, charge and spin)	0.0164	eV

***

# 9
Below is a 3-piece molecular cluster, C13H29NO6 overall at a distorted geometry, with properties calculated with the ωB97M-V functional and the def2-TZVPD basis.

ORCA input file:
```
! wB97M-V def2-TZVPD RIJCOSX def2/J DEFGRID3
* xyz 0 1
N -0.699 -1.746 1.154
C -1.494 -1.032 0.167
C -1.502 -1.636 -1.227
C -0.225 -2.353 -1.697
C -0.448 -3.745 -1.118
C -1.948 -3.816 -0.907
O -2.601 -4.708 -0.418
O -2.506 -2.650 -1.373
H -1.067 -2.663 1.351
H -0.662 -1.225 2.014
H -2.542 -0.915 0.456
H -1.082 -0.031 0.077
H -1.728 -0.823 -1.909
H 0.644 -1.810 -1.355
H -0.280 -2.350 -2.778
H 0.083 -3.821 -0.177
H -0.097 -4.547 -1.754
C 2.188 0.863 -2.218
O 1.819 0.342 -3.481
C 1.773 1.321 -4.507
C 3.015 1.296 -5.368
O 4.173 1.664 -4.638
C 4.957 0.559 -4.226
H 2.417 0.020 -1.568
H 3.068 1.507 -2.280
H 1.358 1.429 -1.780
H 1.633 2.318 -4.078
H 0.904 1.098 -5.133
H 2.895 2.020 -6.180
H 3.142 0.305 -5.815
H 5.504 0.136 -5.076
H 4.347 -0.221 -3.766
H 5.676 0.923 -3.495
C -1.165 -0.293 4.541
O -1.213 0.720 3.551
C -2.524 1.211 3.309
C -2.774 2.523 4.018
O -2.750 2.375 5.427
C -1.531 2.785 6.020
H -0.121 -0.438 4.813
H -1.729 -0.026 5.436
H -1.557 -1.234 4.136
H -3.271 0.472 3.611
H -2.621 1.368 2.230
H -3.768 2.887 3.742
H -2.040 3.269 3.698
H -1.456 3.877 6.032
H -0.667 2.370 5.496
H -1.529 2.423 7.046
*
```

SMILES	NC[C@H]1CCC(=O)O1.COCCOC.COCCOC
gap between HOMO and LUMO	10.1	eV
HOMO level	-9.443	eV
energy	-1018.8389	Eh
molar mass	295.38	g/mol
largest force on an atom	1.4	eV Å⁻¹

***

# 10
Below is a 2-piece molecular cluster, CH6N3 overall at a distorted geometry, with properties calculated with the ωB97M-V functional and the def2-TZVPD basis.

ORCA input file:
```
! wB97M-V def2-TZVPD RIJCOSX def2/J DEFGRID3
* xyz 1 1
C 1.275 0.197 -0.490
N -1.381 -0.120 -0.579
N 2.120 -0.153 0.400
N -2.313 -0.064 0.363
H 1.655 0.570 -1.387
H -1.123 0.608 -1.262
H 1.914 -0.633 1.256
H 3.102 -0.230 0.258
H -2.399 -0.962 0.909
H -2.850 0.787 0.532
*
```

gap between HOMO and LUMO (alpha / beta)	7.9 / 6.9	eV
HOMO level (alpha / beta)	-13.430 / -12.887	eV
energy	-205.5365	Eh
molar mass	60.08	g/mol
largest force on an atom	4.7	eV Å⁻¹
relative energy (zero: lowest compared OMol25 entry of this formula, charge and spin)	6.0126	eV